1.
Formula: C4H13NO3
Source: OMol25
Level of theory: ωB97M-V with the def2-TZVPD basis set

Energy   -440.6114 Ha
Largest force on an atom   0.69 eV/A
Kohn-Sham gap   9.710 eV

Last column: Löwdin charge in e.
Geometry (Å):
H 0.4428 -0.2761 -0.7870  0.13
H 1.3979 0.0773 2.5488  0.08
H 1.8638 -0.2848 -2.8355  0.08
C -1.4104 -1.2180 1.2949  -0.09
H -0.9077 0.3187 -3.1710  0.10
O -0.1774 1.6638 -1.0976  -0.02
H 1.2890 1.3437 -3.2523  0.08
H -1.0493 1.5352 -0.7028  0.09
H -1.0023 -2.1961 1.0407  0.09
H 1.0828 -1.6273 2.1747  0.08
H -0.3263 1.6191 1.2082  0.08
H -2.0515 -0.8781 0.4810  0.08
C 1.5047 0.6583 -2.4347  -0.02
C 0.6243 -0.6850 2.4687  -0.09
H -2.0041 -1.2956 2.2159  0.09
O -0.7809 -0.1762 -2.3516  0.00
C 0.2444 0.4220 -1.6131  -0.54
N -0.3032 -0.2940 1.4252  -0.33
H 2.2684 1.1006 -1.8038  0.08
O -0.8439 0.9993 1.7456  -0.06
H 0.1391 -0.8068 3.4456  0.08

2.
Formula: C20H59N3O8
Source: OMol25
Level of theory: ωB97M-V with the def2-TZVPD basis set

Energy   -1563.4827 Ha
Largest force on an atom   2.72 eV/A
Kohn-Sham gap   9.672 eV

Last column: Löwdin charge in e.
Geometry (Å):
H 4.5543 0.3291 -0.4701  0.14
C -0.3351 1.2206 3.1756  -0.13
C -4.3647 1.9623 0.3157  -0.31
C -0.5914 -4.5241 -1.1154  -0.35
O -0.7227 4.1452 0.4521  -0.20
H 2.7052 -3.6882 -4.6354  0.07
C 3.7951 -0.4599 -0.6016  -0.21
H 1.5630 -5.6846 -4.0176  0.10
H 2.2491 0.0218 -3.3867  0.00
C -1.6971 -1.2819 4.2068  -0.45
H -2.3291 -2.8225 5.6007  0.08
H -0.7198 -0.3227 0.4241  0.06
C 1.0295 5.1211 2.6037  -0.05
H -1.3267 -6.4867 -0.6546  0.08
O 3.5515 -0.7175 -1.9626  -0.21
H -0.6195 -2.5880 5.5904  0.08
H 3.1429 -0.9790 1.8896  0.07
H -0.8847 1.4202 4.1016  0.09
C 1.2977 -5.2215 -4.9629  -0.30
H 0.1174 -6.4890 -1.6440  0.06
H 2.7016 2.0535 0.0821  0.09
C -1.4939 -2.5883 4.9369  -0.07
C 1.6684 -3.7552 -4.9816  -0.09
N 0.2135 7.3592 2.1113  0.03
H -1.4425 -3.4156 4.2231  0.08
N -3.0590 -1.2298 3.6823  0.05
H -0.5867 7.8444 1.7302  0.06
H -0.6570 -1.9418 2.4073  0.13
C -0.3666 -5.9902 -0.7967  -0.09
H 1.2826 0.1074 -4.5698  0.03
H 1.2052 6.1963 0.7553  0.13
H 1.9179 -5.5405 -6.8041  0.07
H -6.1246 2.8345 0.1294  0.07
H -1.3765 0.5662 -1.3674  0.11
C 2.0220 1.2785 -0.2754  -0.05
H -0.2021 -1.2536 -2.6898  0.06
H 5.1340 -2.0443 -2.0620  0.09
H -2.6903 -0.4440 -1.1356  0.11
H -3.6909 1.6939 -0.4963  0.09
C 0.4441 6.0148 1.5185  -0.42
C 4.7000 -1.2020 -2.6167  -0.10
H -1.6193 -0.4439 4.9018  0.13
H 4.2790 -1.3364 -0.1332  0.13
H 4.4433 -1.6071 -3.5947  0.08
N 2.5601 -0.2269 1.5476  0.06
H 0.1021 7.2852 3.1142  0.06
H -1.6468 5.5860 1.5944  0.13
H -3.0854 3.3411 1.3935  0.06
H 1.6715 -3.3546 -5.9939  0.07
O 1.5500 0.5669 -3.7694  -0.06
O -5.2330 2.9959 -0.1871  -0.08
H -2.9169 1.6414 1.8368  0.05
H -1.0842 6.1234 0.0241  0.13
H -0.1748 2.9575 -1.0842  0.07
O -0.9125 -1.0602 -0.1692  -0.09
H 5.4419 -0.4041 -2.7221  0.10
H 0.3043 -6.1378 0.0469  0.08
H 0.3894 -4.0758 -1.3226  0.11
H -1.1319 -2.9412 -0.1211  0.03
H 2.0875 5.3647 2.7202  0.08
H -1.6737 -2.2698 -2.4939  0.06
H 0.7277 1.1718 3.4866  0.10
C -0.0394 3.9907 -0.7627  -0.11
H 1.9896 1.3600 -1.3669  0.07
C -0.8268 5.4782 0.8777  -0.22
H 1.5990 -0.3474 1.8303  0.03
H -3.3129 -2.0237 3.1052  0.08
H 1.0969 -3.1519 -4.2725  0.06
H -4.9781 1.0868 0.5510  0.11
C -0.6244 -1.1339 3.1348  -0.19
H -0.3876 4.6272 -1.5843  0.10
C -3.6387 2.4186 1.5546  -0.07
H -4.3429 2.5173 2.3805  0.08
H -3.1579 -0.4118 3.0883  0.05
O -0.7619 0.1119 2.4668  -0.23
C 2.5002 -0.1312 0.0791  -0.42
C -1.2860 -1.2548 -2.5503  -0.07
O -1.1071 -3.8954 0.0444  -0.09
H 0.9548 4.0622 2.3542  0.06
H 1.0450 4.1290 -0.6637  0.09
C -1.5978 -0.5092 -1.2850  -0.30
H -1.2664 -4.4468 -1.9729  0.10
H 1.0247 1.4491 0.1303  0.06
H -1.7066 -0.7361 -3.4108  0.08
H 0.2603 -5.4282 -5.2311  0.11
H 0.5693 5.2524 3.5864  0.08
H 0.3234 -1.1426 3.6966  0.13
O 2.1255 -5.9045 -5.9386  -0.10
H -0.2655 2.1813 2.6557  0.07
H 1.7195 -0.8216 -0.2622  0.13

3.
Formula: C5H14
Source: OMol25
Level of theory: ωB97M-V with the def2-TZVPD basis set

Energy   -198.8511 Ha
Largest force on an atom   4.64 eV/A
Kohn-Sham gap   12.337 eV

Last column: Löwdin charge in e.
Geometry (Å):
H 1.2770 -2.8119 -0.7492  0.06
C 1.9004 -1.5854 0.8167  -0.21
H -1.1906 0.7847 -1.8739  0.08
H -2.2072 -0.2805 -1.0712  0.06
H -2.7024 1.4509 -1.0552  0.10
H 2.7506 -2.1853 1.3444  0.10
H -0.2323 0.2651 0.6292  0.10
H -0.1658 3.0306 0.6298  0.04
H 0.8354 2.0166 -0.3254  0.07
H 0.0505 -1.6948 -0.3532  0.03
H 1.4451 -1.0509 1.7090  0.07
H -0.6467 2.8215 -0.9543  0.07
H -1.6093 1.2499 1.1437  0.10
C -1.0083 1.0418 0.2629  -0.32
H 2.4220 -0.7565 0.3289  0.06
H 0.2493 -3.0707 0.5171  0.09
C -0.1998 2.2790 -0.1056  -0.14
C -1.8094 0.7412 -0.9574  -0.16
C 0.8412 -2.2452 0.0637  -0.20

4.
Formula: C4H8O3
Source: OMol25
Level of theory: ωB97M-V with the def2-TZVPD basis set

Energy   -382.8589 Ha
Largest force on an atom   1.29 eV/A
Kohn-Sham gap   10.657 eV

Last column: Löwdin charge in e.
Geometry (Å):
C 2.3780 0.4471 -0.7621  -0.04
C 0.6411 -0.8755 -0.0587  -0.51
H 2.6793 -0.3497 -1.4430  0.09
H -1.8703 1.3364 -1.5817  0.09
H 1.7194 1.1344 -1.3052  0.10
H -2.7291 -0.1933 -1.5135  0.09
O -1.1875 0.2853 0.0402  -0.20
C -2.2715 0.5858 -0.8777  -0.07
O 0.5829 -1.3791 -1.1522  0.10
H 3.2395 0.9778 -0.3605  0.09
H -1.0824 -1.7826 0.9214  0.13
O 1.6455 -0.0796 0.3513  -0.03
H -3.0822 1.1108 -0.3503  0.08
C -0.5683 -0.8137 0.8363  -0.04
H -0.2752 -0.5173 1.8722  0.13

5.
Formula: C7H24F2MnN10O7
Source: OMol25
Level of theory: ωB97M-V with the def2-TZVPD basis set

Energy   -2706.2803 Ha
Largest force on an atom   4.39 eV/A
Kohn-Sham gap (alpha / beta)   5.815 / 8.324 eV
<S²>   3.898
2S+1   4

Last column: Löwdin charge in e.
Geometry (Å):
C 2.9900 0.6118 1.8528  -0.59
O 1.6294 -1.7270 -0.1047  -0.33
H -0.6762 -3.7625 -0.8074  0.12
H -2.2335 1.5854 -0.1820  0.09
H -0.6618 -1.0587 -2.8937  0.12
F 0.1764 1.3693 -0.9422  -0.38
N -3.1437 -1.6918 -1.1303  0.21
N 2.6712 -0.4656 2.7014  0.20
H 3.5831 2.4268 1.8976  0.14
H 0.0688 -2.8461 0.4412  0.07
C 2.9407 -1.3536 -2.0463  -0.21
H 2.5700 -0.3250 3.6741  0.10
H 0.2212 3.7521 0.5932  0.07
C -2.1538 -1.9772 -1.9977  -0.68
H 4.1114 1.4719 3.3730  0.19
C 2.2583 -2.4276 -1.1906  -0.19
O -0.2852 5.4972 -0.9883  0.05
H 1.5967 3.2131 -0.1142  0.07
H 2.9271 -3.1634 -0.8566  0.11
H 1.2787 5.5795 -2.5941  0.11
H -2.9651 -1.1497 -0.3235  0.08
H -4.1225 2.7510 0.3194  0.10
C -1.8181 -3.5867 0.9255  -0.70
N 1.4876 4.6789 -2.1444  0.14
H -5.2895 1.8968 1.1945  0.09
N -1.6193 -3.1991 2.2464  0.15
Mn 1.0554 -0.1139 -0.4327  1.04
N -4.3194 2.0363 1.0128  0.15
H -1.3309 -0.1145 -1.7158  0.05
H 2.4477 4.4421 -2.0482  0.08
H -3.7479 -2.4545 -0.9686  0.10
H -1.3901 0.6669 0.9725  0.03
H 3.0320 -1.7050 -3.0451  0.11
H 1.4436 -2.8518 -1.7555  0.11
N 3.8208 1.5091 2.3133  0.18
N -0.7301 -3.4371 0.1681  0.17
C 0.7084 4.8219 -0.9911  -0.67
O 2.0028 -0.2747 -2.0083  -0.24
N 1.0413 4.0487 0.1252  0.13
H -1.0215 -2.4176 2.2293  0.05
F 0.0318 -0.2598 1.0719  -0.39
H 4.0136 -1.0654 -1.8793  0.13
H 2.3828 -1.3024 2.2961  0.07
N -1.0919 -1.0549 -1.9579  0.14
N -2.1335 1.3287 0.8041  0.15
C -3.3325 1.1432 1.3868  -0.72
O -3.5102 0.3401 2.2603  0.04
O -2.1144 -2.8406 -2.8296  0.07
H -2.4992 -3.1029 2.7652  0.12
O 2.5260 0.7668 0.7153  -0.01
O -2.8266 -4.2088 0.6082  0.01

6.
Formula: C2H14NO3
Source: OMol25
Level of theory: ωB97M-V with the def2-TZVPD basis set

Total charge   +2
Energy   -364.2764 Ha
Largest force on an atom   1.02 eV/A
Kohn-Sham gap (alpha / beta)   10.885 / 2.786 eV
<S²>   0.757
2S+1   2

Last column: Löwdin charge in e.
Geometry (Å):
H -0.7765 1.2968 0.8896  0.11
O -2.5349 -0.4056 -2.4255  -0.05
H 2.6358 -0.9806 2.4215  0.10
N -1.0853 -0.6762 0.1743  -0.03
H -2.2390 -0.3148 -3.3431  0.08
H -0.7010 -1.5831 -1.7137  0.08
O 2.4154 3.7272 0.4586  0.39
C -0.4647 -1.7563 -0.6707  0.01
O 1.6835 -1.0767 2.6012  0.08
C -0.2232 0.5442 0.3330  0.00
H -3.2811 0.2098 -2.4034  0.07
H -0.9092 -2.6994 -0.4063  0.11
H 0.6646 0.2478 0.8970  0.07
H 0.6121 -1.6806 -0.6073  0.10
H 2.3856 3.1362 -0.3369  0.17
H 0.0283 0.8194 -0.6910  0.10
H -1.3145 -1.1077 1.0675  0.18
H 3.4006 3.8566 0.5205  0.18
H 1.6432 -1.1111 3.5746  0.11
H -1.9397 -0.4457 -0.3397  0.14